1.
The following is a quantum chemistry calculation of C10H4BrIO2Sr as an isolated structure at a distorted geometry, from the OMol25 dataset.

Geometry as ORCA input:
```
! RIJCOSX wB97M-V def2-TZVPD def2/J DEFGRID3
* xyz 2 1
O 2.0239 -2.5881 0.8224
C 1.7459 -1.5000 0.2828
C 2.8494 -0.4363 -0.2355
Br 4.5496 -1.0587 -1.0649
C 2.6025 0.9780 -0.1155
I 3.9813 2.5043 -0.8332
C 1.2278 1.4600 0.5842
O 1.1477 2.4363 1.3663
C -0.0536 0.5380 0.2263
C -1.4560 1.1814 0.0266
C -2.6828 0.2056 -0.3142
C -2.4049 -1.3147 -0.4040
C -0.9745 -1.9596 -0.2222
C 0.2125 -1.0107 0.0879
H -1.5921 2.3296 0.1129
H -3.7422 0.6444 -0.4739
H -3.2616 -2.0450 -0.6140
H -0.7991 -3.0800 -0.3109
Sr -3.3739 2.7155 1.0790
*
```

Values from the calculation:
**DFT total energy**: -3435.495767 Ha
**F_max**: 4.898 eV/A
**Kohn-Sham gap**: 4.7 eV

---

2.
The following is a quantum chemistry calculation of a 2-piece molecular cluster, C2H7NO4S overall at a distorted geometry, from the OMol25 dataset.

Geometry as ORCA input:
```
! RIJCOSX wB97M-V def2-TZVPD def2/J DEFGRID3
* xyz 0 3
C -2.1501 0.6696 0.3642
C -1.8095 -0.7313 0.2075
N 2.6534 0.6820 -0.9746
O 2.9350 -1.5265 0.3265
O 1.0264 0.1112 0.8976
O -3.4795 0.8153 -0.0972
O -2.2679 -1.5238 -0.5849
S 2.4563 0.0710 0.6962
H -1.3990 1.1299 -0.2496
H -1.9249 0.8689 1.4382
H -0.8881 -0.9240 0.7950
H 1.9451 0.3922 -1.5711
H 2.6523 1.6846 -1.1362
H -3.5639 0.0229 -0.8050
H 3.8143 -1.7421 0.6933
*
```

Values from the calculation:
**Energy above the lowest of the compared OMol25 structures with the same formula, charge and spin**: 153.1 kJ/mol
**DFT total energy**: -834.040131 Ha
**F_max**: 3.494 eV/A
**Kohn-Sham gap (alpha / beta)**: 6.0 / 6.2 eV

---

3.
The following is a quantum chemistry calculation of C6H6HgLiO2 as an isolated structure at a distorted geometry, from the OMol25 dataset.

Geometry as ORCA input:
```
! RIJCOSX wB97M-V def2-TZVPD def2/J DEFGRID3
* xyz 1 3
C 1.0832 1.8974 0.3194
C 0.8342 0.6685 0.7952
C 1.3508 -0.6256 0.2991
H 0.5316 2.7541 0.7060
H 1.8358 2.0754 -0.4541
H 0.0642 0.5547 1.5620
H 1.4827 -1.4235 1.0370
C 2.3374 -0.6353 -0.6765
O 3.4394 -0.5761 -1.0466
O -2.3437 0.2290 -0.2177
C -1.9784 -1.0324 -0.2156
C -0.7311 -1.5170 -0.3467
Hg -0.8572 1.0596 -1.6081
Li -3.8053 0.9272 0.5176
H -0.4595 -2.5619 -0.4930
H -2.7839 -1.7941 -0.1777
*
```

Values from the calculation:
**DFT total energy**: -543.220388 Ha
**F_max**: 3.171 eV/A
**Kohn-Sham gap (alpha / beta)**: 6.4 / 5.9 eV

---

4.
The following is a quantum chemistry calculation of an isolated ion of composition C14H21O5P2S and charge +1 at a distorted geometry, from the OMol25 dataset.

Geometry as ORCA input:
```
! RIJCOSX wB97M-V def2-TZVPD def2/J DEFGRID3
* xyz 1 1
C 4.1535 1.3691 1.3808
C 4.3711 0.2650 0.1928
O 5.1725 -0.7938 0.4974
O 3.8188 0.2889 -1.1638
C 2.6120 1.1065 -1.2900
P 1.0311 0.3900 -0.4866
C -0.4273 0.1304 -1.7551
C -1.7432 -0.4776 -0.9210
C -1.8453 -2.0937 -0.5100
C -3.1588 -2.6527 0.3585
C -4.3918 -1.6738 0.8490
C -4.3190 -0.0895 0.4232
C -5.4731 1.0458 0.8393
C -3.0282 0.4484 -0.4403
C 1.2804 -1.0302 0.7274
C 1.6435 -2.5508 -0.1246
C 1.7837 -2.4006 -1.8470
O 3.0456 -2.6264 -0.8154
P 0.2658 2.0711 0.7695
O -0.9290 3.0221 -0.1384
O 1.5136 3.1968 1.2228
S -0.5137 1.3512 2.4182
H 4.1876 2.4887 1.0385
H 4.9173 1.1350 2.2677
H 3.0787 1.1510 1.8524
H 2.3673 1.2234 -2.4527
H 2.8272 2.2193 -0.9203
H -0.7994 1.1657 -2.2063
H -0.1201 -0.5355 -2.6682
H -1.0399 -2.8967 -0.8007
H -3.2391 -3.7903 0.6842
H -5.3156 -2.0292 1.4852
H -6.3841 1.0624 0.1047
H -4.9088 2.0938 0.7829
H -5.7983 0.9335 1.9746
H -3.0159 1.5795 -0.7391
H 0.2443 -1.2636 1.2488
H 2.1649 -0.8600 1.4773
H 1.1199 -3.6024 0.3217
H 2.2782 -1.4586 -2.3206
H 1.9408 -3.4564 -2.3722
H -0.6669 3.0574 -1.1148
H 1.2997 3.4868 2.1703
*
```

Values from the calculation:
**DFT total energy**: -2002.354377 Ha
**F_max**: 9.472 eV/A
**Kohn-Sham gap**: 7.3 eV